CClI3 | wB97M-V/def2-TZVPD

* HOMO: -8.93 eV
* ΔE to the lowest compared entry with this formula, charge and spin: 0.000 eV
* total charge: 0

CARTESIAN COORDINATES (ANGSTROEM)
C (0.86736, -0.51363, 0.66345)
Cl (0.17294, -1.71944, 1.54024)
I (-1.70517, 0.41366, -2.73073)
I (2.86355, -0.12376, 1.13954)
I (-2.19868, 1.94318, -0.61250)